Here is a molecular structure, C52H39N4O4S5Tl from the OMol25 dataset. Energies are from the ωB97M-V functional and the def2-TZVPD basis.

The frontier orbital gap (alpha / beta) is 3.7 / 3.7 eV. As for the net charge: -2. As for the spin multiplicity: 1. The lowest unoccupied orbital energy (alpha / beta) is 3.7 / 3.7 eV.

Positions of all 105 atoms, in Å:
Tl1 0.15853 0.11430 -0.26948
S1 4.75411 3.39397 -0.10503
S2 3.33474 4.45033 2.33551
S3 0.78882 3.19891 1.63504
S4 1.07525 4.55146 4.28951
S5 1.91131 1.96149 -0.90571
O1 2.81196 -8.49408 -2.05023
O2 3.30772 0.02763 8.17832
O3 -0.62406 2.01908 -8.90384
O4 -6.97715 5.29281 2.27756
N1 1.10886 -1.44784 0.87016
N2 -0.76472 0.66760 1.56500
N3 0.20645 -1.23318 -1.92224
N4 -1.47221 1.04306 -1.25231
C1 -0.18988 -0.89560 -3.19821
C2 -4.79861 2.34101 1.79835
C3 -2.38990 1.90191 -0.70925
C4 1.62336 -2.63186 0.41081
C5 -4.87663 5.04009 1.24634
C6 -1.44349 0.34876 -7.29925
C7 3.16139 -4.91939 -1.45923
C8 0.23405 -1.94721 -4.08709
C9 2.74801 -0.00705 6.91423
C10 3.05638 0.87955 5.89316
C11 -0.16298 0.50454 2.79730
C12 -3.11353 2.50635 -1.74810
C13 -1.82085 1.53781 1.71453
C14 -1.51199 -0.07149 -5.97843
C15 0.86695 -5.48681 -1.15483
C16 0.81280 -2.91386 -3.33600
C17 -1.58692 1.10675 -2.61607
C18 -0.92629 0.66111 -4.95240
C19 4.27759 1.01246 8.41117
C20 -1.89509 1.91167 3.10804
C21 1.69985 4.09204 2.83746
C22 3.28195 3.51912 0.84281
C23 3.44937 -6.24270 -1.73922
C24 1.20335 -1.13041 5.45190
C25 -8.06083 4.74207 2.97022
C26 2.11282 2.92281 0.51478
C27 -0.89871 0.24676 -3.53791
C28 -3.79167 4.28524 0.84892
C29 2.43260 0.75508 4.66340
C30 1.39118 -1.36260 2.20643
C31 1.86100 -4.51603 -1.17578
C32 1.14057 -6.81630 -1.42618
C33 1.50572 -0.24893 4.41960
C34 -0.19638 2.27619 -6.60043
C35 -3.73525 2.91790 1.11200
C36 -0.77315 1.51952 -7.61956
C37 0.83663 -2.45492 -1.96993
C38 -5.89826 3.08717 2.19108
C39 2.12575 -2.49116 2.59388
C40 2.43743 -7.19961 -1.73288
C41 1.46005 -3.11037 -0.92494
C42 -0.86865 1.31800 3.75488
C43 -0.28052 1.85408 -5.29330
C44 0.88102 -0.34640 3.07993
C45 1.81538 -1.01489 6.68495
C46 -2.60282 2.01690 -2.94241
C47 2.25642 -3.29733 1.47109
C48 -5.94268 4.44511 1.91706
C49 1.81981 -9.48210 -2.00275
C50 -2.58958 2.08121 0.70186
C51 5.34695 1.76314 0.46427
C52 -1.25019 1.32817 -9.94591
H1 -2.93336 2.26720 -3.93490
H2 5.63094 1.84134 1.50992
H3 0.33186 -7.53276 -1.41057
H4 -1.91334 -0.24874 -8.06895
H5 0.18337 2.43216 -4.50896
H6 -0.89116 0.29443 -10.02277
H7 -0.99577 1.86577 -10.86066
H8 1.58042 -1.69629 7.48999
H9 0.08214 -1.95340 -5.15220
H10 4.60562 0.88215 9.44304
H11 3.76984 1.67705 6.03018
H12 -2.34103 1.31968 -9.82570
H13 -6.70462 2.59277 2.71375
H14 -2.04286 -0.98123 -5.73610
H15 6.20344 1.51198 -0.15327
H16 3.95087 -4.18348 -1.47975
H17 -7.74497 4.25224 3.89839
H18 1.00497 -9.27619 -2.70714
H19 2.48241 -2.69164 3.58875
H20 1.21973 -3.85411 -3.66993
H21 2.73990 -4.25764 1.41751
H22 -3.92625 3.20123 -1.63025
H23 3.86533 2.01871 8.28161
H24 1.40119 -9.58441 -0.99422
H25 -0.60179 1.41283 4.79168
H26 2.67915 1.45342 3.87789
H27 -2.61967 2.58567 3.52678
H28 -2.96213 4.75461 0.34290
H29 -0.14337 -5.18312 -0.92523
H30 -8.61446 4.01863 2.35841
H31 4.55588 1.03270 0.32937
H32 4.45106 -6.56660 -1.98600
H33 -8.71926 5.57716 3.21384
H34 -4.91553 6.10241 1.06107
H35 -4.76806 1.28312 2.01928
H36 2.30813 -10.41528 -2.28550
H37 5.13788 0.89455 7.74174
H38 0.32113 3.18510 -6.87324
H39 0.47919 -1.91305 5.27658

Atoms 1-6, force components in eV/Å:
1.135 0.508 -0.039
0.054 -0.104 0.170
-0.699 -0.538 -0.108
0.807 0.512 0.408
-0.005 0.123 0.064
-0.091 -0.103 -0.144

Atomic partial charges in e from the Löwdin method, atoms 1 to 2: Tl 0.8439; S 0.7522